Entry 1:
A structure of composition C27H20CrNO3, computed with ωB97M-V with the def2-TZVPD basis set.

```
! wB97M-V def2-TZVPD RIJCOSX def2/J DEFGRID3
* xyz 2 4
C 2.050 1.722 3.050
C 1.069 1.776 4.152
C 1.276 2.594 5.279
C 0.354 2.531 6.341
C -0.736 1.642 6.303
C -0.911 0.838 5.159
C -1.978 -0.178 5.112
C -0.032 0.909 4.065
N -0.171 0.030 2.923
C -0.407 -0.815 2.093
H 1.765 0.936 2.357
H 2.078 2.678 2.536
H 3.024 1.497 3.473
H 2.171 3.234 5.313
H 0.502 3.178 7.225
H -1.432 1.534 7.151
H -1.870 -0.774 4.213
H -1.885 -0.815 5.987
H -2.948 0.308 5.126
O 1.067 -0.189 -7.227
C 0.370 0.089 -6.336
Cr -0.937 0.551 -5.037
C -0.834 -1.303 -4.489
O -0.746 -2.447 -4.290
C -2.158 -0.037 -6.369
O -2.771 -0.414 -7.267
C -1.123 2.775 -5.173
C 0.111 2.368 -4.672
C 0.175 1.518 -3.558
C -0.993 1.115 -2.867
C -0.817 0.427 -1.541
C -0.485 -0.117 -0.488
C -0.439 -1.152 0.617
C 0.626 -2.227 0.278
C 0.515 -3.438 1.010
C 1.427 -4.503 0.862
C 2.565 -4.353 0.015
C 2.676 -3.200 -0.810
C 1.676 -2.172 -0.690
C -2.221 1.332 -3.542
C -2.277 2.163 -4.681
H -1.180 3.496 -5.987
H 1.030 2.788 -5.071
H 1.146 1.194 -3.159
H -1.440 -1.819 0.739
H -0.390 -3.519 1.657
H 1.281 -5.438 1.448
H 3.335 -5.146 -0.031
H 3.561 -3.116 -1.489
H 1.723 -1.360 -1.440
H -3.146 0.876 -3.161
H -3.245 2.431 -5.108
*
```

Output
* E: -64355.0461 eV
* HOMO-LUMO gap (spin up / spin down): 6.27 / 4.00 eV
* HOMO (spin up / spin down): -11.868 / -13.563 eV
* E_LUMO (spin up / spin down): -5.6 / -9.6 eV

Entry 2:
A structure of composition C25H40B2BeF8N2O5, computed with ωB97M-V with the def2-TZVPD basis set.

```
! wB97M-V def2-TZVPD RIJCOSX def2/J DEFGRID3
* xyz 0 1
Be 2.534 4.439 -1.463
B 0.301 -0.114 -1.406
F 1.155 0.323 -0.400
F 1.131 -0.676 -2.305
F -0.592 -1.063 -0.915
F -0.206 0.971 -2.022
B -0.196 8.536 -1.743
F -1.376 8.705 -1.139
F 0.773 8.282 -0.795
F -0.301 7.350 -2.484
F 0.169 9.589 -2.544
N 5.365 4.401 3.088
C 5.861 3.313 3.702
C 6.388 3.283 4.996
C 6.405 4.510 5.688
C 5.955 5.665 5.040
C 5.417 5.568 3.761
H 5.693 2.361 3.221
H 6.822 2.374 5.384
H 6.857 4.635 6.661
H 5.973 6.613 5.555
H 4.948 6.470 3.398
N -8.991 -0.375 -5.251
C -8.811 0.343 -6.370
C -7.596 0.989 -6.593
C -6.594 1.063 -5.612
C -6.844 0.369 -4.450
C -8.002 -0.379 -4.322
H -9.594 0.494 -7.099
H -7.456 1.471 -7.550
H -5.753 1.736 -5.683
H -6.158 0.404 -3.617
H -8.209 -0.995 -3.459
C -1.046 5.901 5.470
C -1.583 5.399 4.114
O -0.855 4.880 3.306
C -3.037 5.536 3.901
H -1.192 5.112 6.207
H -1.449 6.881 5.727
H 0.039 5.952 5.380
H -3.170 6.618 3.870
H -3.697 5.069 4.632
H -3.334 5.273 2.886
C 2.733 -7.046 -2.320
C 1.991 -7.694 -3.490
O 1.530 -8.881 -3.392
C 1.831 -6.861 -4.761
H 3.821 -7.102 -2.302
H 2.491 -7.497 -1.357
H 2.320 -6.045 -2.196
H 2.593 -7.230 -5.448
H 2.083 -5.809 -4.626
H 0.868 -7.036 -5.240
C -1.497 -1.087 4.559
C -0.576 -2.233 4.968
O -1.051 -3.186 5.540
C 0.911 -2.186 4.722
H -1.244 -0.799 3.539
H -1.309 -0.293 5.282
H -2.539 -1.404 4.596
H 1.410 -1.349 5.210
H 1.076 -2.147 3.646
H 1.367 -3.085 5.136
C 7.094 -1.564 -3.254
C 7.539 -0.071 -3.178
O 6.800 0.841 -2.753
C 8.902 0.251 -3.687
H 6.086 -1.723 -2.872
H 7.843 -2.281 -2.918
H 6.913 -1.790 -4.305
H 9.488 -0.097 -2.836
H 9.088 1.313 -3.845
H 9.238 -0.365 -4.521
C -6.841 -6.999 1.317
C -6.750 -6.506 -0.072
O -7.569 -6.795 -0.903
C -5.676 -5.475 -0.410
H -7.699 -7.668 1.385
H -6.837 -6.189 2.046
H -5.956 -7.589 1.553
H -5.865 -5.212 -1.451
H -4.665 -5.855 -0.261
H -5.684 -4.531 0.133
*
```

Output
* E: -63283.1307 eV
* HOMO-LUMO gap: 1.09 eV
* HOMO: -9.470 eV
* E_LUMO: -8.4 eV

Entry 3:
A cluster of 2 separate species, C2H9NS2 in total, computed with ωB97M-V with the def2-TZVPD basis set.

```
! wB97M-V def2-TZVPD RIJCOSX def2/J DEFGRID3
* xyz 0 1
S 1.504 0.025 -1.425
S 1.682 0.839 0.482
H 0.167 0.112 -1.485
H 1.587 2.118 0.100
C -2.262 0.525 0.508
N -2.378 -0.830 1.022
C -1.434 -1.815 0.523
H -1.512 1.154 1.004
H -3.221 1.031 0.646
H -2.043 0.526 -0.567
H -2.410 -0.800 2.032
H -1.037 -1.474 -0.432
H -0.587 -1.988 1.191
H -1.928 -2.778 0.353
*
```

Output
* E: -25379.8263 eV
* HOMO-LUMO gap: 8.75 eV
* ΔE to the lowest compared entry with this formula, charge and spin: 85.7 kJ/mol
* HOMO: -8.508 eV
* E_LUMO: 0.2 eV

Entry 4:
A cluster of 6 separate species, H12O6 in total, computed with ωB97M-V with the def2-TZVPD basis set.

```
! wB97M-V def2-TZVPD RIJCOSX def2/J DEFGRID3
* xyz 0 1
O -0.547 1.233 2.236
H -0.461 1.768 1.474
H -1.360 0.976 1.820
O -0.121 -0.129 -2.984
H 0.728 0.074 -3.216
H -0.148 0.047 -1.968
O 1.518 -2.372 0.460
H 2.188 -2.213 -0.123
H 1.145 -3.184 0.195
O -2.973 -0.465 0.696
H -2.843 -0.728 1.579
H -2.179 -0.695 0.128
O -0.322 -0.337 -0.287
H 0.241 0.371 -0.208
H 0.395 -0.937 -0.066
O 1.170 2.007 0.128
H 1.601 2.721 0.517
H 1.968 1.862 -0.379
*
```

Output
* E: -12478.4099 eV
* HOMO-LUMO gap: 10.70 eV
* ΔE to the lowest compared entry with this formula, charge and spin: 260.9 kJ/mol
* HOMO: -10.825 eV
* E_LUMO: -0.1 eV

Number 1: largest force on an atom 4.8 eV Å⁻¹. Number 2: largest force on an atom 4.8 eV Å⁻¹. Number 3: largest force on an atom 0.4 eV Å⁻¹. Number 4: largest force on an atom 4.5 eV Å⁻¹.